H5O3 | ωB97M-V with the def2-TZVPD basis set

Element x y z (Å)
O  -0.70  1.15  -1.18
H  -1.29  1.55  -0.54
O  1.32  0.27  1.38
H  0.39  0.00  1.06
H  1.79  -0.15  0.65
O  -0.43  -1.05  -0.06
H  -0.63  0.15  -0.84
H  -0.46  -1.92  -0.46

Results
E_HOMO, eV: -4.04
Charge: -1
Relative energy (zero: lowest compared OMol25 entry of this formula, charge and spin), eV: 0.3465

And the Löwdin charges, in e, turn out to be: atom 1 (O): -0.22, atom 2 (H): -0.03, atom 3 (O): -0.17, atom 4 (H): 0.00, atom 5 (H): 0.00, atom 6 (O): -0.43, atom 7 (H): -0.06, atom 8 (H): -0.09



H5PSi | ωB97M-V with the def2-TZVPD basis set

Element x y z (Å)
Si  -0.20  -0.46  -0.69
P  1.21  0.11  0.95
H  -0.86  0.84  -0.92
H  0.41  -0.83  -1.84
H  -1.21  -1.44  -0.20
H  0.18  -0.07  1.94
H  0.47  1.85  0.75

Results
E_HOMO, eV: -9.78
Charge: 0
Relative energy (zero: lowest compared OMol25 entry of this formula, charge and spin), eV: 1.4716

And the Löwdin charges, in e, turn out to be: atom 1 (Si): 0.26, atom 2 (P): 0.38, atom 3 (H): -0.14, atom 4 (H): -0.18, atom 5 (H): -0.11, atom 6 (H): -0.21, atom 7 (H): 0.00



H62O31 | ωB97M-V with the def2-TZVPD basis set

Element x y z (Å)
O  7.79  8.72  9.58
H  7.09  9.08  10.17
H  8.17  9.59  9.35
O  12.58  15.75  9.94
H  12.53  14.91  9.44
H  11.70  15.87  10.32
O  14.52  14.08  11.81
H  15.25  13.90  11.24
H  13.88  14.60  11.24
O  8.21  11.20  13.14
H  8.94  11.77  13.39
H  7.59  11.77  12.67
O  17.10  13.29  8.81
H  16.83  14.21  9.11
H  17.54  13.01  9.58
O  5.82  10.32  7.53
H  6.60  10.31  8.08
H  5.60  9.47  7.20
O  14.13  8.96  11.88
H  14.78  8.51  11.32
H  14.53  9.77  12.29
O  13.36  13.67  8.27
H  13.69  12.88  8.83
H  13.02  13.33  7.42
O  15.36  15.69  9.11
H  14.69  16.17  9.54
H  14.87  14.95  8.65
O  12.20  7.28  13.34
H  12.70  8.07  13.49
H  11.31  7.52  13.28
O  14.15  11.62  9.91
H  14.39  11.24  9.07
H  14.78  11.35  10.60
O  16.23  8.47  9.90
H  15.44  8.35  9.31
H  16.78  7.69  9.97
O  11.78  10.13  10.97
H  11.10  9.56  11.38
H  12.60  9.63  10.93
O  12.79  11.99  12.87
H  12.58  11.33  12.23
H  13.34  12.64  12.41
O  17.53  18.06  7.38
H  16.73  18.61  7.32
H  17.25  17.27  7.86
O  13.74  7.95  8.76
H  12.92  8.39  8.51
H  13.47  7.15  9.30
O  7.83  13.60  11.57
H  8.77  13.50  11.35
H  7.67  14.54  11.52
O  7.85  11.49  9.19
H  7.26  11.78  9.84
H  8.63  12.05  9.21
O  18.25  10.14  8.49
H  17.47  10.60  8.14
H  17.87  9.39  8.82
O  10.43  12.65  9.44
H  10.73  12.10  10.16
H  11.15  12.80  8.86
O  9.61  9.00  12.17
H  9.11  8.55  11.45
H  9.05  9.85  12.28
O  14.68  10.07  5.11
H  13.83  10.27  4.75
H  14.66  9.15  5.36
O  18.13  11.55  10.90
H  17.21  11.24  10.85
H  18.39  11.13  10.07
O  15.72  11.39  7.55
H  15.75  11.50  6.61
H  16.04  12.19  8.01
O  15.60  11.26  12.59
H  14.98  11.86  12.98
H  16.51  11.23  12.98
O  18.15  12.71  13.45
H  18.30  12.63  12.49
H  19.03  12.63  13.88
O  11.60  9.63  8.08
H  11.88  10.02  8.90
H  10.69  9.44  8.28
O  13.32  6.06  10.97
H  12.99  6.69  11.65
H  12.65  5.33  11.09
O  10.54  12.68  14.31
H  11.38  12.61  13.81
H  10.81  12.26  15.14
O  11.90  12.13  6.19
H  11.74  11.28  6.54
H  11.32  12.31  5.45
O  5.29  12.33  9.82
H  5.53  13.09  9.33
H  5.10  11.61  9.21

Results
E_HOMO, eV: -11.16
Charge: 0
Relative energy (zero: lowest compared OMol25 entry of this formula, charge and spin), eV: 1.0431

And the Löwdin charges, in e, turn out to be: atom 1 (O): -0.08, atom 2 (H): 0.07, atom 3 (H): -0.01, atom 4 (O): -0.06, atom 5 (H): 0.01, atom 6 (H): 0.06, atom 7 (O): -0.04, atom 8 (H): 0.01, atom 9 (H): 0.05, atom 10 (O): -0.05, atom 11 (H): 0.01, atom 12 (H): 0.03, atom 13 (O): -0.03, atom 14 (H): 0.07, atom 15 (H): 0.00, atom 16 (O): -0.03, atom 17 (H): -0.02, atom 18 (H): 0.03, atom 19 (O): -0.08, atom 20 (H): 0.02, atom 21 (H): 0.04, atom 22 (O): -0.09, atom 23 (H): 0.05, atom 24 (H): 0.04, atom 25 (O): -0.05, atom 26 (H): -0.01, atom 27 (H): 0.03, atom 28 (O): 0.00, atom 29 (H): 0.02, atom 30 (H): 0.00, atom 31 (O): -0.04, atom 32 (H): 0.02, atom 33 (H): 0.04, atom 34 (O): -0.05, atom 35 (H): 0.03, atom 36 (H): 0.06, atom 37 (O): -0.07, atom 38 (H): 0.02, atom 39 (H): 0.00, atom 40 (O): -0.03, atom 41 (H): -0.01, atom 42 (H): 0.01, atom 43 (O): -0.07, atom 44 (H): 0.04, atom 45 (H): 0.02, atom 46 (O): -0.07, atom 47 (H): 0.00, atom 48 (H): 0.05, atom 49 (O): -0.03, atom 50 (H): 0.04, atom 51 (H): 0.05, atom 52 (O): -0.04, atom 53 (H): -0.01, atom 54 (H): 0.02, atom 55 (O): -0.02, atom 56 (H): 0.02, atom 57 (H): -0.03, atom 58 (O): -0.01, atom 59 (H): 0.03, atom 60 (H): 0.00, atom 61 (O): -0.10, atom 62 (H): 0.04, atom 63 (H): 0.05, atom 64 (O): -0.02, atom 65 (H): 0.01, atom 66 (H): 0.04, atom 67 (O): -0.06, atom 68 (H): 0.03, atom 69 (H): 0.02, atom 70 (O): -0.06, atom 71 (H): 0.03, atom 72 (H): 0.00, atom 73 (O): -0.04, atom 74 (H): 0.02, atom 75 (H): 0.08, atom 76 (O): -0.08, atom 77 (H): 0.00, atom 78 (H): 0.06, atom 79 (O): -0.02, atom 80 (H): 0.00, atom 81 (H): 0.05, atom 82 (O): -0.09, atom 83 (H): 0.00, atom 84 (H): 0.09, atom 85 (O): -0.07, atom 86 (H): 0.00, atom 87 (H): 0.05, atom 88 (O): -0.01, atom 89 (H): -0.01, atom 90 (H): 0.06, atom 91 (O): -0.03, atom 92 (H): 0.03, atom 93 (H): 0.02



H62O31 | ωB97M-V with the def2-TZVPD basis set

Element x y z (Å)
O  4.89  -0.61  0.72
H  5.10  0.32  0.84
H  4.33  -0.82  1.47
O  1.99  1.55  -1.56
H  2.57  0.81  -1.72
H  1.21  1.17  -1.17
O  -1.85  3.95  -1.80
H  -1.75  3.19  -1.23
H  -2.01  4.68  -1.20
O  4.24  4.04  0.87
H  4.43  4.47  1.70
H  3.64  3.32  1.10
O  -1.87  0.52  4.70
H  -1.89  -0.35  5.09
H  -1.90  1.11  5.46
O  0.72  2.33  3.69
H  0.39  1.46  3.88
H  1.62  2.19  3.40
O  -0.47  -0.39  -2.28
H  -0.79  -1.26  -2.07
H  -0.26  -0.42  -3.21
O  -2.88  3.30  2.51
H  -2.23  2.74  2.10
H  -2.46  4.16  2.56
O  4.59  1.29  -3.59
H  5.33  1.70  -3.13
H  4.31  0.59  -3.00
O  0.43  0.00  0.10
H  0.13  -0.45  -0.69
H  -0.30  -0.08  0.71
O  2.22  4.08  -3.23
H  2.74  3.60  -3.88
H  2.13  3.46  -2.50
O  3.53  -3.33  -3.01
H  3.14  -3.69  -3.81
H  3.89  -2.48  -3.29
O  -4.59  -0.75  3.66
H  -3.74  -0.39  3.90
H  -5.08  -0.79  4.48
O  -3.43  -1.44  -3.56
H  -3.64  -0.77  -4.21
H  -3.64  -1.04  -2.72
O  1.98  -0.90  2.22
H  1.39  -0.74  1.48
H  1.60  -1.65  2.67
O  3.64  -0.56  -1.73
H  4.03  -0.43  -0.87
H  3.28  -1.44  -1.70
O  0.14  -0.41  -4.99
H  0.92  -0.86  -5.30
H  -0.57  -0.72  -5.56
O  -2.59  -3.06  2.06
H  -2.74  -3.04  1.12
H  -2.95  -3.90  2.34
O  0.02  3.16  0.69
H  0.21  2.75  1.53
H  0.14  2.46  0.05
O  -0.57  -3.07  -1.38
H  -0.24  -3.35  -2.23
H  -0.55  -3.86  -0.84
O  3.05  1.73  1.65
H  2.77  0.82  1.75
H  3.74  1.84  2.30
O  -2.34  1.69  -0.34
H  -2.24  1.18  0.47
H  -2.52  1.03  -1.01
O  1.16  -1.73  5.06
H  1.77  -1.20  5.56
H  1.64  -2.54  4.86
O  -1.96  0.07  1.73
H  -1.59  0.36  2.57
H  -2.28  -0.82  1.91
O  -3.09  -2.75  -0.50
H  -2.25  -2.86  -0.95
H  -3.45  -1.94  -0.86
O  0.15  -2.93  2.62
H  -0.78  -2.86  2.41
H  0.33  -3.87  2.59
O  1.84  5.11  0.04
H  1.20  4.43  0.23
H  2.69  4.67  0.14
O  0.65  -4.01  -3.47
H  0.11  -4.68  -3.87
H  1.52  -4.41  -3.40
O  -4.64  -0.14  -1.67
H  -4.93  0.77  -1.73
H  -5.29  -0.55  -1.09
O  -0.79  -5.22  0.22
H  -1.20  -5.20  1.09
H  0.12  -5.47  0.39
O  -4.81  2.61  -1.35
H  -4.01  2.40  -0.87
H  -4.51  3.12  -2.10

Results
E_HOMO, eV: -8.76
Charge: 0
Relative energy (zero: lowest compared OMol25 entry of this formula, charge and spin), eV: 3.8317

And the Löwdin charges, in e, turn out to be: atom 1 (O): -0.02, atom 2 (H): 0.05, atom 3 (H): 0.03, atom 4 (O): -0.04, atom 5 (H): -0.02, atom 6 (H): -0.02, atom 7 (O): -0.05, atom 8 (H): -0.03, atom 9 (H): 0.04, atom 10 (O): -0.04, atom 11 (H): 0.05, atom 12 (H): -0.02, atom 13 (O): -0.02, atom 14 (H): 0.05, atom 15 (H): 0.07, atom 16 (O): -0.03, atom 17 (H): 0.01, atom 18 (H): 0.01, atom 19 (O): -0.03, atom 20 (H): 0.01, atom 21 (H): 0.01, atom 22 (O): -0.04, atom 23 (H): -0.01, atom 24 (H): 0.04, atom 25 (O): -0.05, atom 26 (H): 0.04, atom 27 (H): -0.03, atom 28 (O): -0.05, atom 29 (H): 0.00, atom 30 (H): 0.02, atom 31 (O): -0.06, atom 32 (H): 0.01, atom 33 (H): -0.02, atom 34 (O): -0.03, atom 35 (H): 0.02, atom 36 (H): 0.04, atom 37 (O): -0.04, atom 38 (H): -0.02, atom 39 (H): 0.03, atom 40 (O): -0.07, atom 41 (H): 0.03, atom 42 (H): -0.05, atom 43 (O): -0.06, atom 44 (H): -0.01, atom 45 (H): -0.01, atom 46 (O): -0.04, atom 47 (H): 0.02, atom 48 (H): 0.05, atom 49 (O): -0.02, atom 50 (H): 0.05, atom 51 (H): 0.06, atom 52 (O): -0.04, atom 53 (H): -0.02, atom 54 (H): 0.06, atom 55 (O): -0.02, atom 56 (H): 0.02, atom 57 (H): 0.02, atom 58 (O): -0.06, atom 59 (H): 0.00, atom 60 (H): 0.00, atom 61 (O): -0.04, atom 62 (H): 0.00, atom 63 (H): 0.06, atom 64 (O): -0.05, atom 65 (H): 0.00, atom 66 (H): 0.05, atom 67 (O): -0.05, atom 68 (H): 0.04, atom 69 (H): 0.03, atom 70 (O): -0.01, atom 71 (H): 0.04, atom 72 (H): 0.04, atom 73 (O): -0.02, atom 74 (H): 0.00, atom 75 (H): 0.03, atom 76 (O): -0.04, atom 77 (H): -0.01, atom 78 (H): 0.04, atom 79 (O): -0.07, atom 80 (H): -0.03, atom 81 (H): -0.03, atom 82 (O): -0.01, atom 83 (H): 0.08, atom 84 (H): 0.04, atom 85 (O): -0.04, atom 86 (H): 0.02, atom 87 (H): 0.08, atom 88 (O): -0.01, atom 89 (H): 0.04, atom 90 (H): 0.07, atom 91 (O): -0.05, atom 92 (H): -0.01, atom 93 (H): 0.05



H6N2 | ωB97M-V with the def2-TZVPD basis set

Element x y z (Å)
N  4.70  -3.47  -2.94
H  4.76  -2.84  -2.15
H  5.58  -3.45  -3.44
H  4.00  -3.09  -3.57
N  -4.81  3.41  2.90
H  -3.91  3.34  2.43
H  -5.19  2.46  2.95
H  -4.75  3.78  3.85

Results
Expectation value of S²: 0.75
E_HOMO (alpha / beta), eV: 1.65 / -4.52
Charge: -1
Spin multiplicity: 2
Relative energy (zero: lowest compared OMol25 entry of this formula, charge and spin), eV: 0.4140

And the Löwdin charges, in e, turn out to be: atom 1 (N): 0.00, atom 2 (H): 0.00, atom 3 (H): 0.00, atom 4 (H): 0.01, atom 5 (N): -0.57, atom 6 (H): -0.14, atom 7 (H): -0.15, atom 8 (H): -0.14



H6NO | ωB97M-V with the def2-TZVPD basis set

Element x y z (Å)
N  -0.74  -0.45  -0.75
H  -0.47  -0.66  -1.74
H  0.08  -0.69  -0.19
H  -1.21  0.44  -0.49
H  -1.37  -1.18  -0.40
H  1.90  0.56  1.71
H  0.85  1.41  0.69
O  0.96  0.56  1.19

Results
E_HOMO, eV: -16.40
Charge: +1
Relative energy (zero: lowest compared OMol25 entry of this formula, charge and spin), eV: 0.8241

And the Löwdin charges, in e, turn out to be: atom 1 (N): 0.29, atom 2 (H): 0.18, atom 3 (H): 0.11, atom 4 (H): 0.17, atom 5 (H): 0.15, atom 6 (H): 0.16, atom 7 (H): 0.06, atom 8 (O): -0.14



H6NP3 | ωB97M-V with the def2-TZVPD basis set

Element x y z (Å)
N  -0.45  -0.24  0.67
P  -1.32  -1.64  0.10
P  2.03  -0.25  0.17
P  -1.24  1.18  0.18
H  -1.72  -1.56  -1.27
H  -0.13  -2.32  -0.13
H  2.01  0.63  1.28
H  1.62  0.66  -0.82
H  -0.34  2.27  0.85
H  -0.45  1.28  -1.04

Results
E_HOMO (alpha / beta), eV: -8.52 / -8.15
Charge: 0
Relative energy (zero: lowest compared OMol25 entry of this formula, charge and spin), eV: 2.9997

And the Löwdin charges, in e, turn out to be: atom 1 (N): -0.88, atom 2 (P): 0.59, atom 3 (P): 0.69, atom 4 (P): 0.55, atom 5 (H): -0.14, atom 6 (H): -0.16, atom 7 (H): -0.20, atom 8 (H): -0.23, atom 9 (H): -0.08, atom 10 (H): -0.14



H6O15S3Zn | ωB97M-V with the def2-TZVPD basis set

Element x y z (Å)
Zn  -0.24  -0.53  0.29
S  -2.65  0.92  -1.28
O  -3.36  1.69  -0.30
O  -1.78  0.02  -0.54
O  -3.55  0.19  -2.17
O  -1.90  1.93  -2.02
S  1.05  2.12  1.76
O  1.30  3.35  1.08
O  0.12  1.24  1.04
O  2.28  1.35  1.95
O  0.41  2.46  2.99
S  1.71  0.35  -2.46
O  1.06  0.24  -3.72
O  0.89  -0.06  -1.28
O  2.88  -0.55  -2.48
O  2.22  1.68  -2.19
O  -0.39  -2.67  -0.35
H  0.18  -3.43  -0.44
H  -1.21  -2.95  -0.76
O  1.56  -1.18  1.14
H  1.77  -0.37  1.60
H  2.26  -1.79  1.36
O  -1.33  -1.20  1.96
H  -2.28  -1.32  2.00
H  -1.02  -1.49  2.82

Results
E_HOMO, eV: 5.50
Charge: -4
Relative energy (zero: lowest compared OMol25 entry of this formula, charge and spin), eV: 3.7230

And the Löwdin charges, in e, turn out to be: atom 1 (Zn): 0.53, atom 2 (S): 0.11, atom 3 (O): -0.44, atom 4 (O): -0.41, atom 5 (O): -0.47, atom 6 (O): -0.40, atom 7 (S): 0.12, atom 8 (O): -0.38, atom 9 (O): -0.37, atom 10 (O): -0.43, atom 11 (O): -0.45, atom 12 (S): 0.12, atom 13 (O): -0.43, atom 14 (O): -0.41, atom 15 (O): -0.52, atom 16 (O): -0.41, atom 17 (O): -0.02, atom 18 (H): 0.05, atom 19 (H): 0.06, atom 20 (O): -0.05, atom 21 (H): 0.00, atom 22 (H): 0.05, atom 23 (O): -0.01, atom 24 (H): 0.07, atom 25 (H): 0.06



| no. | largest force on an atom (eV/A) |
| --- | --- |
| 1 | 1.42 |
| 2 | 3.63 |
| 3 | 3.57 |
| 4 | 1.54 |
| 5 | 0.66 |
| 6 | 4.07 |
| 7 | 2.89 |
| 8 | 5.13 |